# 1
{
  "formula": "C58H129F6N7O2P",
  "method": "ωB97M-V/def2-TZVPD",
  "multiplicity": 2,
  "total_charge": 4,
  "homo_lumo_gap_ev": [2.924, 9.107],
  "e_tot_ha": -3760.3515,
  "e_lumo_ev": [-6.7, -6.9],
  "symbols": ["C", "C", "O", "O", "H", "H", "H", "C", "C", "C", "N", "C", "C", "C", "C", "C", "H", "H", "H", "H", "H", "H", "H", "H", "H", "H", "H", "H", "H", "H", "H", "H", "H", "H", "C", "C", "C", "N", "C", "C", "C", "C", "C", "H", "H", "H", "H", "H", "H", "H", "H", "H", "H", "H", "H", "H", "H", "H", "H", "H", "H", "C", "C", "C", "N", "C", "C", "C", "C", "C", "H", "H", "H", "H", "H", "H", "H", "H", "H", "H", "H", "H", "H", "H", "H", "H", "H", "H", "C", "C", "C", "N", "C", "C", "C", "C", "C", "H", "H", "H", "H", "H", "H", "H", "H", "H", "H", "H", "H", "H", "H", "H", "H", "H", "H", "C", "C", "C", "N", "C", "C", "C", "C", "C", "H", "H", "H", "H", "H", "H", "H", "H", "H", "H", "H", "H", "H", "H", "H", "H", "H", "H", "C", "C", "C", "N", "C", "C", "C", "C", "C", "H", "H", "H", "H", "H", "H", "H", "H", "H", "H", "H", "H", "H", "H", "H", "H", "H", "H", "C", "C", "C", "N", "C", "C", "C", "C", "C", "H", "H", "H", "H", "H", "H", "H", "H", "H", "H", "H", "H", "H", "H", "H", "H", "H", "H", "P", "F", "F", "F", "F", "F", "F"],
  "positions_angstrom": [[0.0420, 0.1387, -0.3227], [0.9898, -0.6754, 0.4905], [0.7049, -0.8340, 1.6602], [1.9780, -1.1678, -0.1473], [-0.0302, 1.1221, 0.1419], [-0.8994, -0.4091, -0.2829], [0.4009, 0.3851, -1.3220], [-3.5892, 1.1355, 8.1383], [-2.3022, 0.5117, 7.4017], [-1.9778, 1.2572, 6.1039], [-0.8394, 0.5791, 5.2340], [-1.3323, -0.7204, 4.5774], [-0.5525, 1.5626, 4.0357], [0.9532, 1.7845, 3.9957], [1.5501, 0.6299, 4.8283], [0.4995, 0.2294, 5.8809], [-4.0748, 0.4972, 8.8765], [-4.3518, 1.4834, 7.4414], [-3.4104, 2.1034, 8.6064], [-2.5580, -0.4834, 7.0375], [-1.5208, 0.4218, 8.1563], [-1.6785, 2.2750, 6.3540], [-2.7956, 1.4393, 5.4067], [-0.6454, -0.9412, 3.7604], [-2.1973, -0.4173, 3.9874], [-1.5559, -1.5180, 5.2857], [-0.9033, 1.1251, 3.1011], [-0.9961, 2.5507, 4.1580], [1.2060, 1.7163, 2.9377], [1.2292, 2.7879, 4.3198], [1.8090, -0.2620, 4.2578], [2.4632, 0.9001, 5.3587], [0.5413, -0.8051, 6.2217], [0.3460, 0.9544, 6.6802], [-3.3004, 2.3894, 0.8506], [-4.2242, 2.3898, 2.1412], [-4.9741, 3.6944, 2.3535], [-6.2932, 3.5836, 3.2274], [-7.3843, 2.6513, 2.5759], [-6.8905, 4.9666, 3.5385], [-5.9970, 5.4661, 4.6987], [-5.7944, 4.2945, 5.6273], [-5.9816, 3.0673, 4.7210], [-2.6191, 3.2400, 0.8263], [-3.8841, 2.4660, -0.0667], [-2.6752, 1.4970, 0.8207], [-3.6573, 2.0641, 3.0134], [-4.9621, 1.5912, 2.0648], [-5.2414, 4.1252, 1.3886], [-4.2879, 4.3426, 2.8985], [-8.2744, 2.6495, 3.2052], [-7.0852, 1.6086, 2.4692], [-7.7032, 3.0337, 1.6062], [-7.9604, 4.8674, 3.7218], [-6.5791, 5.6161, 2.7204], [-6.5029, 6.2537, 5.2571], [-5.1032, 5.9285, 4.2800], [-6.5336, 4.1966, 6.4223], [-4.7784, 4.3545, 6.0174], [-6.9197, 2.6402, 5.0754], [-5.1367, 2.3816, 4.6579], [5.6897, -1.8535, -3.6879], [5.9192, -0.9721, -2.4500], [5.1436, 0.3323, -2.4507], [5.2911, 1.2387, -1.1961], [6.6868, 1.9403, -1.2250], [5.0974, 0.4410, 0.1258], [4.4938, 1.4100, 1.1872], [3.7744, 2.4868, 0.3174], [4.1740, 2.3052, -1.1387], [4.6627, -2.1651, -3.8781], [6.2544, -2.7855, -3.6617], [6.0021, -1.2911, -4.5678], [6.9628, -0.6911, -2.3083], [5.6153, -1.6336, -1.6388], [4.0681, 0.1558, -2.4675], [5.4634, 1.0084, -3.2437], [7.4907, 1.2144, -1.3472], [6.7410, 2.4665, -0.2720], [6.6562, 2.7286, -1.9772], [5.8952, -0.1361, 0.5933], [4.3484, -0.2989, -0.1568], [5.3407, 1.7337, 1.7921], [3.7060, 1.0581, 1.8533], [3.8892, 3.5403, 0.5723], [2.7058, 2.3116, 0.4420], [4.5071, 3.2479, -1.5727], [3.3531, 1.8335, -1.6789], [1.9136, -1.6201, -8.9697], [1.7065, -2.3676, -7.6067], [0.3045, -2.2473, -6.9536], [0.1925, -2.9151, -5.5054], [0.4435, -4.4410, -5.4335], [1.2350, -2.2679, -4.5975], [0.4005, -1.9189, -3.3488], [-0.9645, -1.5135, -3.8253], [-1.1570, -2.5135, -4.9019], [1.6692, -0.5704, -8.8067], [1.3076, -1.9873, -9.7980], [2.9369, -1.8963, -9.2238], [2.4965, -2.0163, -6.9430], [1.9304, -3.4309, -7.6923], [-0.3563, -2.8073, -7.6154], [0.0238, -1.1941, -6.9489], [0.1774, -4.6544, -4.3982], [1.4685, -4.6425, -5.7447], [-0.1563, -4.9091, -6.2140], [2.0921, -2.9206, -4.4316], [1.5890, -1.3313, -5.0282], [0.2936, -2.8357, -2.7690], [0.7929, -1.1118, -2.7303], [-1.6334, -1.6262, -2.9720], [-1.0698, -0.4886, -4.1810], [-1.5946, -3.4393, -4.5286], [-1.7950, -2.0873, -5.6762], [-1.1525, 7.3338, -5.8448], [-2.0249, 6.7905, -4.5880], [-1.3318, 5.5091, -3.9925], [-2.1947, 4.6642, -3.0318], [-3.5182, 4.1555, -3.7037], [-2.5173, 5.3368, -1.7138], [-1.1749, 5.3897, -0.9623], [-0.4008, 4.1616, -1.4198], [-1.3782, 3.5293, -2.4064], [-0.0958, 7.5180, -5.6509], [-1.6020, 8.2546, -6.2165], [-1.0947, 6.6142, -6.6615], [-3.0603, 6.6485, -4.8977], [-2.0455, 7.5450, -3.8016], [-0.4026, 5.7258, -3.4655], [-1.1737, 4.7312, -4.7393], [-3.2350, 3.9624, -4.7384], [-4.2787, 4.9350, -3.6582], [-3.9318, 3.2648, -3.2307], [-3.2000, 4.7820, -1.0702], [-2.8364, 6.3637, -1.8923], [-1.1863, 5.3616, 0.1273], [-0.6200, 6.2967, -1.2018], [-0.0293, 3.4375, -0.6947], [0.4823, 4.4833, -1.9718], [-2.0686, 2.8556, -1.8989], [-0.9239, 2.9364, -3.2002], [0.9690, -5.3606, -0.9779], [-0.4296, -4.8087, -0.7949], [-1.0270, -5.0409, 0.5656], [-2.3665, -4.2402, 0.7737], [-2.2249, -2.7197, 0.5969], [-2.9150, -4.4900, 2.2051], [-4.4833, -4.5371, 2.1703], [-4.7737, -4.6635, 0.6706], [-3.4483, -4.8510, -0.1142], [1.3775, -5.0888, -1.9512], [1.0294, -6.4367, -0.8153], [1.4973, -4.8008, -0.2062], [-1.0845, -5.2589, -1.5409], [-0.3221, -3.7448, -1.0062], [-0.4310, -4.7241, 1.4215], [-1.2598, -6.0966, 0.7049], [-3.1677, -2.2906, 0.9360], [-2.0249, -2.4357, -0.4363], [-1.3052, -2.3278, 1.0314], [-2.4862, -3.6980, 2.8191], [-2.5391, -5.4790, 2.4668], [-4.9535, -3.6301, 2.5503], [-4.8822, -5.3556, 2.7695], [-5.2777, -3.7771, 0.2855], [-5.4469, -5.4887, 0.4384], [-3.3928, -4.3269, -1.0683], [-3.2165, -5.9080, -0.2452], [5.7110, -4.8860, -0.7637], [5.5145, -3.9870, 0.4971], [4.1005, -3.9997, 1.0104], [3.8619, -3.5411, 2.4005], [4.1866, -2.0479, 2.6150], [2.3445, -3.8312, 2.8749], [2.4236, -3.7248, 4.4313], [3.7927, -4.3840, 4.7827], [4.5135, -4.4364, 3.4984], [6.7382, -5.0021, -1.1092], [5.1234, -4.4749, -1.5846], [5.2256, -5.8405, -0.5603], [5.9101, -2.9908, 0.2992], [6.1475, -4.4069, 1.2788], [3.7181, -5.0169, 0.9257], [3.4670, -3.3508, 0.4057], [4.0531, -1.6725, 3.6296], [3.5474, -1.3869, 2.0298], [5.2567, -2.0183, 2.4099], [1.7106, -3.0623, 2.4332], [2.0384, -4.8049, 2.4926], [2.5328, -2.6631, 4.6529], [1.6231, -4.1785, 5.0156], [4.3592, -3.8896, 5.5719], [3.6940, -5.3940, 5.1805], [5.5721, -4.1766, 3.5023], [4.3379, -5.3942, 3.0087], [2.0034, 2.0844, -5.0268], [0.8006, 1.1655, -5.5745], [3.1020, 0.8724, -4.7243], [2.6002, 2.2771, -6.5776], [3.0401, 3.1998, -4.4983], [1.1426, 3.4212, -5.3527], [1.4500, 1.9472, -3.4911]]
}



# 2
{
  "formula": "C58H136F2O32",
  "method": "ωB97M-V/def2-TZVPD",
  "total_charge": 0,
  "homo_lumo_gap_ev": 9.464,
  "e_tot_ha": -4898.2187,
  "e_lumo_ev": 0.6,
  "symbols": ["C", "C", "O", "C", "O", "O", "F", "H", "H", "H", "C", "C", "O", "C", "O", "O", "F", "H", "H", "H", "C", "O", "C", "C", "O", "C", "H", "H", "H", "H", "H", "H", "H", "H", "H", "H", "C", "O", "C", "C", "O", "C", "H", "H", "H", "H", "H", "H", "H", "H", "H", "H", "C", "O", "C", "C", "O", "C", "H", "H", "H", "H", "H", "H", "H", "H", "H", "H", "C", "O", "C", "C", "O", "C", "H", "H", "H", "H", "H", "H", "H", "H", "H", "H", "C", "O", "C", "C", "O", "C", "H", "H", "H", "H", "H", "H", "H", "H", "H", "H", "C", "O", "C", "C", "O", "C", "H", "H", "H", "H", "H", "H", "H", "H", "H", "H", "C", "O", "C", "C", "O", "C", "H", "H", "H", "H", "H", "H", "H", "H", "H", "H", "C", "O", "C", "C", "O", "C", "H", "H", "H", "H", "H", "H", "H", "H", "H", "H", "C", "O", "C", "C", "O", "C", "H", "H", "H", "H", "H", "H", "H", "H", "H", "H", "C", "O", "C", "C", "O", "C", "H", "H", "H", "H", "H", "H", "H", "H", "H", "H", "C", "O", "C", "C", "O", "C", "H", "H", "H", "H", "H", "H", "H", "H", "H", "H", "C", "O", "C", "C", "O", "C", "H", "H", "H", "H", "H", "H", "H", "H", "H", "H", "C", "O", "C", "C", "O", "C", "H", "H", "H", "H", "H", "H", "H", "H", "H", "H"],
  "positions_angstrom": [[-0.3399, -4.8775, -3.5434], [-0.1866, -3.9172, -2.3733], [-1.1184, -2.9302, -2.6643], [-1.3178, -2.9674, -3.9979], [-2.0820, -2.1857, -4.5271], [-0.7329, -3.9960, -4.5951], [1.0417, -3.3301, -2.4139], [-1.1625, -5.5561, -3.4139], [0.6128, -5.3997, -3.7761], [-0.4281, -4.4035, -1.3808], [-5.0785, -0.8560, -6.1159], [-5.4693, -1.1317, -4.6529], [-4.9710, -2.3908, -4.4328], [-4.9105, -3.0049, -5.6856], [-4.8598, -4.1847, -5.8453], [-5.0874, -2.1336, -6.6749], [-6.8103, -1.1427, -4.4266], [-4.0389, -0.4879, -6.0775], [-5.7278, -0.2048, -6.6643], [-4.9291, -0.4187, -3.9278], [-3.3135, 3.7353, 2.3106], [-3.1715, 5.1332, 2.1215], [-2.8542, 5.8182, 3.2945], [-1.3751, 5.5870, 3.6986], [-0.5371, 5.8041, 2.5509], [-0.0331, 7.1036, 2.5055], [-3.8998, 3.4096, 1.4745], [-3.9790, 3.4923, 3.1598], [-2.3657, 3.1968, 2.5810], [-3.4674, 5.4906, 4.1370], [-2.9826, 6.9264, 3.1947], [-1.2472, 4.5391, 4.0228], [-1.1236, 6.2548, 4.5145], [0.6714, 7.1090, 1.6425], [0.5972, 7.3993, 3.3194], [-0.8469, 7.8063, 2.3106], [3.1599, 1.7185, -5.2124], [2.8906, 1.3004, -3.9107], [1.4820, 1.0212, -3.7583], [1.0688, -0.4174, -4.0161], [1.3278, -0.9912, -5.2809], [2.5415, -1.7233, -5.2629], [3.3757, 0.9107, -5.9086], [4.1690, 2.2076, -5.2440], [2.4470, 2.4334, -5.6858], [0.9267, 1.7450, -4.4114], [1.1845, 1.2554, -2.7315], [-0.0198, -0.3649, -3.9136], [1.4011, -1.1488, -3.1821], [2.2927, -2.5062, -4.4961], [3.4885, -1.1466, -4.9460], [2.6299, -2.1967, -6.2740], [5.8034, -6.6682, -3.1723], [5.2288, -5.3491, -3.0395], [5.9333, -4.6232, -1.9982], [5.3889, -3.1452, -1.9630], [4.0399, -3.1690, -1.6112], [3.6237, -1.9532, -1.0792], [5.6516, -7.1956, -2.1957], [6.8700, -6.4699, -3.3024], [5.3826, -7.1190, -4.0047], [7.0516, -4.7349, -2.1987], [5.7107, -5.1786, -1.0624], [5.5210, -2.5809, -2.8788], [5.9322, -2.7092, -1.1203], [4.1998, -1.6913, -0.1894], [2.5979, -2.0689, -0.7822], [3.7939, -1.0131, -1.7332], [-5.5009, 2.7261, -6.0638], [-5.5848, 1.7420, -5.0492], [-6.1768, 2.1292, -3.7899], [-5.2005, 2.8182, -2.8671], [-5.1700, 4.1565, -3.2241], [-4.5392, 5.0481, -2.3423], [-6.4830, 3.1338, -6.3045], [-5.1165, 2.1982, -6.9542], [-4.8102, 3.5034, -5.8381], [-6.5388, 1.1857, -3.3148], [-7.0192, 2.7944, -4.0187], [-4.2186, 2.3733, -2.9964], [-5.5675, 2.6258, -1.8580], [-4.0330, 5.8588, -2.9871], [-3.7880, 4.5444, -1.6473], [-5.2896, 5.4553, -1.7406], [0.1751, -2.9972, 5.0967], [0.4817, -3.8065, 3.9220], [1.7416, -4.4259, 3.9854], [1.9713, -5.3641, 2.7295], [1.7545, -4.6409, 1.4983], [2.1097, -5.2952, 0.2860], [0.2531, -3.5247, 6.0645], [-0.8412, -2.6441, 4.9618], [0.8545, -2.1234, 5.1454], [1.9710, -5.0924, 4.8803], [2.4250, -3.5766, 4.0296], [1.3133, -6.2549, 2.7830], [3.0522, -5.6747, 2.7241], [2.2525, -4.5746, -0.4927], [1.3563, -6.1055, 0.0796], [3.1355, -5.7223, 0.4669], [5.8388, -4.9016, 4.7805], [5.7323, -4.5180, 3.4323], [5.5359, -3.1730, 3.1387], [6.6835, -2.4161, 2.5801], [6.9554, -2.7140, 1.2573], [8.3004, -2.2997, 0.9158], [5.0860, -4.5746, 5.4801], [6.7732, -4.6498, 5.2938], [5.8402, -5.9914, 4.7550], [5.1262, -2.6169, 4.0298], [4.7126, -3.1573, 2.3681], [7.5667, -2.6062, 3.1493], [6.3906, -1.3585, 2.7140], [9.0297, -2.8478, 1.5324], [8.3897, -1.2151, 0.9820], [8.4637, -2.5360, -0.1861], [-2.3288, 0.1917, -1.4486], [-1.1700, 0.9729, -1.6637], [-0.6133, 1.4858, -0.5108], [-0.6351, 0.5349, 0.6784], [-0.0228, -0.6762, 0.2990], [0.0436, -1.6560, 1.2860], [-2.0696, -0.6179, -0.7117], [-2.6359, -0.2440, -2.3850], [-3.1064, 0.8243, -1.0588], [-1.0074, 2.4773, -0.2175], [0.4979, 1.5571, -0.6550], [-1.6073, 0.3220, 1.1336], [-0.0500, 0.9049, 1.5649], [-0.8485, -1.6790, 1.9513], [0.9138, -1.6078, 1.9346], [0.1652, -2.6661, 0.8110], [-6.0999, -0.9099, -1.1232], [-6.4182, 0.2944, -0.3788], [-5.7728, 0.4060, 0.8723], [-6.2077, 1.6067, 1.5928], [-5.8133, 2.7282, 0.7920], [-6.3985, 4.0017, 1.1723], [-6.7605, -0.8127, -1.9779], [-6.3588, -1.8330, -0.5936], [-5.0299, -0.9682, -1.2587], [-4.6769, 0.4523, 0.7299], [-6.0066, -0.4762, 1.5339], [-5.7066, 1.6119, 2.5822], [-7.2642, 1.5591, 1.6820], [-7.4968, 4.0505, 1.2627], [-6.0966, 4.6612, 0.3991], [-5.9648, 4.3384, 2.0986], [7.2912, 2.1147, 3.3182], [6.1019, 1.4026, 3.2203], [4.9828, 2.2808, 3.0563], [3.7367, 1.3919, 2.9052], [3.5401, 0.6993, 4.1480], [2.9552, -0.5692, 4.0264], [7.3927, 2.5493, 4.3222], [7.2264, 2.9443, 2.5604], [8.1906, 1.5763, 3.0372], [5.1350, 2.9038, 2.1429], [4.8324, 2.9187, 3.9294], [3.8716, 0.7594, 2.0061], [2.8937, 2.0754, 2.7096], [1.8798, -0.5623, 3.7317], [3.0068, -1.1686, 4.9351], [3.4520, -1.1227, 3.2262], [-4.3042, -4.3077, -0.5873], [-4.0139, -4.0567, 0.7982], [-5.0734, -4.4593, 1.6277], [-4.6411, -4.2019, 3.0915], [-4.6069, -2.7482, 3.2867], [-3.3112, -2.1774, 2.9565], [-4.3655, -5.3523, -0.8222], [-3.5826, -3.8591, -1.2060], [-5.3392, -3.9511, -0.8270], [-5.3184, -5.5561, 1.5084], [-5.9808, -3.8658, 1.4593], [-3.6085, -4.6037, 3.1670], [-5.2458, -4.7329, 3.8542], [-2.7374, -2.8246, 2.3101], [-2.7483, -2.0137, 3.8694], [-3.5346, -1.1846, 2.4504], [-2.4632, -1.5625, 6.9196], [-1.4716, -0.6801, 6.2090], [-2.1773, 0.3313, 5.5895], [-1.2236, 1.1555, 4.6653], [-0.6608, 2.1555, 5.4117], [0.6066, 2.5946, 5.0402], [-2.9221, -1.0172, 7.7389], [-1.7834, -2.3986, 7.2222], [-3.1449, -1.9859, 6.1806], [-2.5391, 1.0974, 6.3635], [-3.0932, 0.0460, 5.0211], [-1.7686, 1.5753, 3.7624], [-0.3932, 0.5102, 4.3447], [0.6892, 2.8184, 3.9835], [1.3578, 1.8787, 5.3302], [0.7579, 3.5404, 5.6188], [-1.2054, 2.2632, -6.2147], [-0.3305, 3.2594, -5.6769], [-0.9048, 3.7535, -4.4672], [0.0443, 4.7607, -3.7836], [-0.6110, 5.1597, -2.6386], [0.0555, 6.1249, -1.8592], [-1.3521, 1.4206, -5.5140], [-0.8046, 1.8823, -7.1521], [-2.1580, 2.8023, -6.4203], [-1.2071, 2.9183, -3.8692], [-1.8673, 4.2648, -4.7755], [0.2419, 5.6462, -4.3578], [0.9483, 4.2637, -3.5743], [0.3482, 6.9925, -2.5303], [0.9815, 5.7338, -1.3592], [-0.6074, 6.4683, -1.0489], [5.9742, 1.1607, -0.7275], [4.6099, 1.3745, -0.5271], [4.1269, 2.7292, -0.9318], [2.7604, 3.0805, -0.3312], [2.8954, 3.6105, 1.0058], [1.5904, 3.7987, 1.4876], [6.6263, 1.6576, 0.0552], [6.4545, 1.3684, -1.6876], [6.1237, 0.1185, -0.5314], [4.0796, 2.6155, -2.1027], [4.8343, 3.5134, -0.6742], [2.1740, 2.1416, -0.2312], [2.1380, 3.8333, -0.9052], [1.7543, 3.9360, 2.5320], [1.0217, 2.9190, 1.2606], [0.9996, 4.6285, 1.0732]]
}